Entry 1:
This record from the OMol25 dataset describes a cluster of 11 separate species, C3H29NO10 in total in a non-equilibrium geometry. The level of theory is ωB97M-V/def2-TZVPD.

Structure (XYZ):
```
43
Properties=species:S:1:pos:R:3:mulliken_charge:R:1
C -3.80268 2.30748 -0.46957 -0.92
C -4.13031 1.21510 0.55926 -0.54
N -2.89558 0.54870 0.96187 -0.27
C -3.02252 -0.47737 1.97309 -0.99
H -4.16137 2.06880 -1.46137 0.27
H -2.72597 2.47439 -0.50548 0.22
H -4.12579 3.30795 -0.17009 0.31
H -4.70168 0.47143 -0.00150 0.31
H -4.69251 1.56600 1.42930 0.39
H -2.23135 1.24473 1.21811 0.21
H -2.15188 -0.65416 2.59533 0.34
H -3.85949 -0.28749 2.66191 0.33
H -3.31938 -1.42970 1.52725 0.30
O 3.41774 -0.07916 2.39858 -0.65
H 2.82547 0.65394 2.59652 0.34
H 3.56197 -0.02908 1.44807 0.25
O 1.78044 -3.26333 1.98014 -0.60
H 1.67740 -4.18215 2.22692 0.29
H 2.61674 -2.92446 2.31386 0.31
O 3.67770 2.59497 0.39355 -0.57
H 3.91320 3.07071 -0.40644 0.29
H 4.40550 1.99158 0.56274 0.28
O -0.88820 -2.95279 -2.96234 -0.64
H -0.27580 -3.31111 -3.61955 0.32
H -0.43344 -2.16067 -2.74705 0.30
O 0.56690 2.20183 0.73422 -0.66
H 1.41330 2.15835 0.27681 0.23
H 0.24170 1.28944 0.65755 0.39
O -0.44098 -2.84799 -0.16044 -0.62
H 0.50488 -3.00103 -0.20742 0.27
H -0.80622 -3.15387 -1.00378 0.35
O 2.71114 -2.84050 -0.99229 -0.61
H 3.43296 -2.33527 -1.36466 0.29
H 2.67962 -2.66761 -0.04239 0.33
O 2.76360 0.07357 -0.85556 -0.42
H 1.88092 -0.09483 -1.20171 0.27
H 3.31374 0.18977 -1.63319 0.27
O -0.65494 0.07051 -0.54268 -0.74
H 0.02253 -0.54475 -0.24003 0.27
H -1.45156 -0.09774 0.02148 0.48
O 1.36139 3.12179 -2.91315 -0.63
H 0.57542 3.64039 -3.08013 0.31
H 1.42743 3.07364 -1.95571 0.32
```

For the total energy, the calculation gives -938.8148 hartree. The gap between HOMO and LUMO is 8.95 eV. Its structure (SMILES) is CCNC.O.O.O.O.O.O.O.O.O.O. For the HOMO energy, the calculation gives -9.0 eV.

Entry 2:
This record from the OMol25 dataset describes a structure of composition C34H60AsGeN5O6S2Si3Sn in a non-equilibrium geometry. The level of theory is ωB97M-V/def2-TZVPD.

Structure (XYZ):
```
113
Properties=species:S:1:pos:R:3:mulliken_charge:R:1
Sn 0.38969 -0.24695 -1.03547 0.91
O -1.67958 -0.92783 3.19023 -0.94
As -1.90298 -1.52561 1.48801 1.35
O -3.51905 -1.70995 1.41420 -0.93
O -1.20274 -0.00669 0.88432 -0.49
C -0.83795 -3.10493 1.93168 0.50
C -1.29348 -3.86996 3.00412 -1.42
C -0.57654 -4.97662 3.42368 -0.82
C 0.59981 -5.33644 2.77247 -0.81
C 1.03680 -4.61202 1.67666 -0.48
C 0.31727 -3.50026 1.27774 0.15
S -0.62331 -3.16657 -0.99902 0.32
O -1.54784 -2.03820 -0.60417 -0.40
O 0.67513 -2.82715 0.09664 -0.27
O 0.02427 -2.74584 -2.25606 -0.70
H -2.37447 -1.34204 3.71565 0.22
H -2.22094 -3.60231 3.49194 0.61
H -0.93072 -5.55415 4.26716 0.43
H 1.16256 -6.20134 3.09770 0.43
H 1.92029 -4.89634 1.11792 0.59
C 4.96765 -0.93815 0.29751 -0.96
C 5.53652 0.27693 -0.05208 -0.92
C 4.77000 1.22089 -0.71848 -0.82
C 3.44770 0.92399 -1.01144 0.80
N 2.90239 -0.22901 -0.64026 0.45
C 3.63895 -1.14704 -0.01469 -0.79
C 2.54198 1.83974 -1.74866 -0.13
C 3.05845 2.71604 -2.70157 -0.50
C 2.22046 3.58013 -3.38775 -1.26
C 0.85938 3.57829 -3.11121 -0.55
C 0.34666 2.68835 -2.17815 -0.80
C 1.17266 1.80232 -1.49934 1.22
H 5.53601 -1.70045 0.81164 0.54
H 6.56903 0.49092 0.19178 0.44
H 5.18507 2.18195 -0.98820 0.52
H 3.14005 -2.08067 0.21882 0.97
H 4.11467 2.68504 -2.94008 0.51
H 2.62743 4.25101 -4.13294 0.43
H 0.19231 4.25377 -3.63364 0.52
H -0.70949 2.68497 -1.97364 -0.03
C 2.12698 2.77832 2.72521 -0.83
Si 0.70745 3.37342 1.67759 1.14
C 1.34913 4.38611 0.24857 -0.81
C -0.35124 4.59942 2.61302 -1.27
Ge -1.34052 1.79287 1.67438 0.48
Si -3.12392 2.70651 0.26586 1.10
C -4.25365 1.35007 -0.32431 -1.03
C -4.06013 3.78993 1.47294 -1.13
C -2.68750 3.85945 -1.15026 -1.06
Si -2.20764 1.55638 3.98684 1.58
C -2.59428 3.30672 4.60572 -1.79
C -3.91191 0.78001 3.82572 -1.49
C -1.08214 0.94554 5.34904 -0.87
H 2.92744 3.52540 2.70445 0.56
H 2.53676 1.83230 2.36800 -0.11
H 1.82125 2.65298 3.76827 0.31
H 1.72526 5.32511 0.66548 0.58
H 0.56725 4.62174 -0.47416 0.11
H 2.16317 3.90464 -0.29333 0.12
H 0.22060 5.50072 2.86018 0.53
H -0.73106 4.18397 3.53775 0.08
H -1.20674 4.91017 2.00430 0.20
H -4.70455 0.82153 0.51827 0.31
H -3.72026 0.60309 -0.91533 0.12
H -5.05230 1.76732 -0.94442 0.44
H -4.41616 3.22445 2.33406 0.16
H -4.93115 4.22884 0.97479 0.48
H -3.44491 4.61442 1.84020 0.31
H -2.57802 3.31535 -2.09310 0.17
H -1.77945 4.44142 -0.97429 0.23
H -3.51354 4.56471 -1.27628 0.56
H -2.80717 4.02366 3.81810 0.48
H -1.78827 3.71176 5.22300 0.44
H -3.48599 3.24856 5.24034 0.44
H -4.68192 1.55190 3.79340 0.53
H -4.13784 0.12503 4.67517 0.46
H -3.99843 0.17252 2.92420 0.36
H -0.20033 1.58894 5.42870 0.25
H -0.75017 -0.08416 5.23280 -0.20
H -1.62690 1.02250 6.29552 0.58
C -2.41333 1.46629 -5.57596 -0.89
N -1.42698 0.41603 -5.40538 0.09
C -0.62553 -0.07421 -6.52862 -0.61
C 0.19313 -1.20551 -5.89239 -0.64
N -0.02032 -0.97968 -4.45859 0.36
C -1.01206 -0.09749 -4.25336 0.18
S -1.64832 0.32756 -2.72948 -0.48
H -3.10844 1.18314 -6.36482 0.32
H -1.93301 2.40914 -5.84440 0.33
H -2.96064 1.59303 -4.64648 0.27
H 0.01110 0.72561 -6.91121 0.32
H -1.27075 -0.41629 -7.33567 0.38
H 1.24942 -1.13867 -6.13795 0.33
H -0.16869 -2.18856 -6.19225 0.34
H 0.10774 -1.72538 -3.78241 0.26
C 1.64074 -2.24012 4.71759 -0.99
C 2.77238 -1.36162 4.17888 1.82
C 4.01448 -2.21536 3.95296 -1.76
C 3.08852 -0.24829 5.17567 -1.64
N 2.47098 -0.73920 2.87130 0.30
N 1.21619 -0.07051 2.75164 1.89
H 1.84519 -2.53213 5.74902 0.58
H 1.53505 -3.14621 4.11640 0.11
H 0.68355 -1.71533 4.71058 -0.24
H 4.32022 -2.69851 4.88112 0.46
H 4.83980 -1.59527 3.59487 0.33
H 3.81523 -2.99792 3.21262 0.34
H 3.45577 -0.67328 6.11118 0.50
H 2.19911 0.34391 5.40875 0.16
H 3.85558 0.41146 4.76626 0.34
H 2.48708 -1.45246 2.15383 -0.42
H 1.18370 0.65195 3.45928 -0.65
H 0.44892 -0.70408 2.96865 -1.11
```

As for the spin multiplicity: 2. For the total energy, the calculation gives -8248.4786 hartree. The gap between HOMO and LUMO (spin up / spin down) is 7.15 / 5.54 eV. As for the total charge: +1. For the HOMO energy (spin up / spin down), the calculation gives -10.1 / -10.2 eV.

Entry 3:
This record from the OMol25 dataset describes a cluster of 4 separate species, H6IO3 in total in a non-equilibrium geometry. The level of theory is ωB97M-V/def2-TZVPD.

Structure (XYZ):
```
10
Properties=species:S:1:pos:R:3:mulliken_charge:R:1
I 0.34392 13.17727 30.59188 -0.71
O 3.20297 13.92845 28.50632 -0.61
H 2.60805 13.90512 29.21519 0.23
H 2.70108 14.17854 27.77404 0.30
O -3.03053 12.74605 29.47936 -0.61
H -3.32075 11.79970 29.46285 0.29
H -2.17123 12.62249 29.87551 0.22
O 0.40426 9.56390 31.07466 -0.63
H 0.51586 10.54746 31.15116 0.24
H 1.31086 9.32653 30.97371 0.29
```

For the total energy, the calculation gives -527.1184 hartree. The gap between HOMO and LUMO is 7.93 eV. As for the total charge: -1. For the HOMO energy, the calculation gives -4.3 eV.

Entry 4:
This record from the OMol25 dataset describes a cluster of 11 separate species, H22O11 in total. The level of theory is ωB97M-V/def2-TZVPD.

Structure (XYZ):
```
33
Properties=species:S:1:pos:R:3:mulliken_charge:R:1
O 0.02656 -0.23400 -0.23791 -0.50
H 0.84885 -0.01029 0.21027 0.18
H -0.64027 0.32562 0.18950 0.30
O 2.72322 -0.95406 1.08021 -0.66
H 3.66399 -1.07146 1.24795 0.27
H 2.65925 -0.83148 0.10979 0.38
O 0.22821 -1.86089 -2.49358 -0.64
H -0.45830 -2.52044 -2.35343 0.31
H 0.23578 -1.33755 -1.66665 0.44
O 3.00781 -0.81230 -1.68478 -0.71
H 2.51992 -0.55741 -2.48421 0.33
H 3.50926 -1.59435 -1.94632 0.26
O -0.87359 -3.47054 0.72626 -0.63
H -1.30666 -3.20250 1.54470 0.30
H -0.13280 -2.85744 0.63421 0.33
O 3.48916 1.91045 -1.20845 -0.64
H 4.43863 1.93998 -1.36046 0.29
H 3.23398 0.99187 -1.41071 0.39
O 1.18419 0.50913 2.79960 -0.70
H 0.50360 -0.01427 3.23998 0.34
H 1.72660 -0.14636 2.30538 0.34
O -2.80986 1.05502 -1.58026 -0.60
H -3.61133 1.30808 -2.05454 0.30
H -2.90628 0.10960 -1.42702 0.26
O -0.62989 2.37949 1.46931 -0.62
H -1.46759 2.41638 1.94773 0.33
H -0.06485 1.77666 1.98709 0.32
O -2.90218 -0.89342 1.10069 -0.60
H -3.06245 -1.38892 0.28962 0.30
H -3.46690 -0.11145 1.02912 0.30
O -3.49779 2.95247 0.26618 -0.63
H -2.84658 2.36753 -0.17364 0.34
H -3.32165 3.82688 -0.09565 0.31
```

For the total energy, the calculation gives -840.8366 hartree. The gap between HOMO and LUMO is 10.98 eV. Its structure (SMILES) is O.O.O.O.O.O.O.O.O.O.O. For the HOMO energy, the calculation gives -10.9 eV.

Result set for energy above the lowest of the compared OMol25 structures with the same formula, charge and spin: 10.48 69.13 8.31 27.35 kcal/mol, one per record in the order listed.